{
  "formula": "C14H16",
  "method": "wB97M-V/def2-TZVPD",
  "symbols": ["C", "C", "C", "C", "C", "C", "C", "H", "H", "H", "H", "H", "H", "H", "H", "C", "C", "C", "C", "C", "C", "C", "H", "H", "H", "H", "H", "H", "H", "H"],
  "positions_angstrom": [[2.71738, 2.54567, -0.48154], [1.63796, 1.76426, -1.21297], [0.46501, 1.46478, -0.54094], [-0.40656, 0.48353, -1.04801], [-0.23434, 0.15497, -2.39521], [0.92769, 0.51443, -3.09265], [1.92035, 1.23808, -2.45693], [2.31059, 3.19939, 0.29201], [3.20543, 3.22096, -1.18330], [3.32123, 1.80907, 0.05033], [0.21104, 1.84719, 0.43727], [-1.16320, -0.02816, -0.48251], [-0.98986, -0.29727, -3.02767], [0.92662, 0.39521, -4.17009], [2.86716, 1.29193, -2.97827], [-0.14579, 0.25988, 3.25018], [-0.68723, -0.59406, 2.16645], [-2.06574, -0.73774, 1.96043], [-2.62899, -1.56414, 0.98317], [-1.78047, -2.35851, 0.22474], [-0.42698, -2.35036, 0.45813], [0.09629, -1.48918, 1.44577], [0.62027, -0.18774, 3.89040], [-0.86564, 0.72752, 3.91379], [0.42953, 1.07960, 2.79368], [-2.75847, -0.14983, 2.55396], [-3.68819, -1.40708, 0.83954], [-2.11369, -3.11553, -0.48026], [0.32146, -2.98291, 0.00860], [1.16124, -1.64710, 1.58141]],
  "forces_ev_per_angstrom": [[-0.94, 0.20, -0.02], [1.00, 0.75, 1.01], [-1.02, -1.72, 0.00], [0.72, 0.77, -1.26], [0.53, 0.14, -0.75], [-1.28, 0.51, 0.23], [-0.41, -0.70, -0.51], [-0.27, -0.10, 0.01], [0.67, -0.40, 0.14], [0.62, 0.34, -0.33], [0.47, 0.22, 0.17], [-0.43, 0.60, 0.18], [-0.20, -0.49, 0.58], [0.38, -0.50, 0.08], [0.17, 0.67, 0.28], [1.29, 1.18, 0.08], [-0.78, -1.82, 0.33], [-0.19, 0.54, -0.29], [0.77, 0.96, 0.47], [-0.35, -1.22, -0.59], [0.68, 1.18, 1.80], [0.29, -0.69, -0.92], [-0.27, -0.54, -0.15], [-0.39, -0.14, -0.15], [-0.25, 0.09, 0.01], [0.13, 0.13, 0.03], [-0.11, -0.72, -0.23], [-0.48, 0.41, -0.11], [-0.41, -0.30, -0.49], [0.07, 0.67, 0.39]],
  "relative_energy_ev": 1.031,
  "largest_force_ev_per_a": 2.256,
  "orbital_gap_ev": 9.612,
  "energy_ha": -543.03497
}

---

{
  "formula": "C10H8NO3PtS4Sb",
  "method": "wB97M-V/def2-TZVPD",
  "symbols": ["Pt", "S", "Sb", "S", "S", "O", "C", "C", "C", "C", "C", "C", "C", "O", "O", "H", "H", "H", "H", "H", "S", "C", "C", "N", "C", "H", "H", "H"],
  "positions_angstrom": [[0.39876, -0.24037, 1.82827], [1.31553, -3.18168, 4.88313], [0.77676, -0.90668, 5.22889], [-1.13314, -0.78946, 3.66306], [2.18785, 0.09128, 3.44121], [-1.15379, -2.79965, -2.62626], [-0.46471, -1.72622, -2.31434], [-0.41592, -0.66383, -3.24084], [0.35988, 0.44519, -3.00038], [1.10110, 0.55546, -1.82738], [1.03390, -0.45705, -0.87873], [0.22962, -1.57159, -1.09444], [0.08301, -2.66313, -0.02524], [-0.32508, -3.75362, -0.39876], [0.39392, -2.32769, 1.14804], [-1.02536, -3.49744, -1.92934], [-0.96847, -0.77612, -4.16049], [0.42146, 1.22358, -3.74414], [1.74141, 1.40820, -1.66746], [1.70020, -0.42363, -0.00057], [-0.39072, 4.29418, 0.91638], [-1.66830, 3.28754, 0.37636], [-1.38140, 1.98189, 0.61869], [-0.17040, 1.78600, 1.21012], [0.46263, 2.90927, 1.42663], [-2.54549, 3.69787, -0.08171], [-2.00765, 1.13615, 0.38416], [1.44438, 2.96156, 1.86514]],
  "forces_ev_per_angstrom": [[-1.19, -1.36, -1.55], [-0.06, 0.16, 0.01], [0.11, -0.25, -0.06], [1.77, 0.81, -1.39], [-1.82, -0.16, -1.02], [-0.47, -0.72, -0.08], [0.59, 1.01, 0.08], [-0.13, -0.68, 0.22], [0.20, 0.05, 0.31], [0.12, 0.23, 0.30], [-0.30, 0.47, -0.12], [-0.44, -1.08, 0.68], [-0.36, 1.02, -3.90], [0.17, -0.11, 1.08], [0.76, 1.04, 4.36], [0.10, 0.47, -0.16], [-0.07, 0.01, -0.10], [0.00, 0.10, -0.08], [0.10, 0.10, -0.01], [0.26, -0.10, -0.12], [0.20, -0.77, 0.00], [0.32, -0.26, 0.17], [-0.70, 0.15, -0.30], [0.91, -0.77, 1.67], [0.16, 0.66, -0.03], [-0.20, 0.03, -0.09], [-0.06, -0.02, -0.04], [0.04, -0.01, 0.17]],
  "relative_energy_ev": 2.050,
  "total_charge": 1,
  "multiplicity": 2,
  "largest_force_ev_per_a": 4.543,
  "orbital_gap_ev": [4.579, 4.542],
  "s2": 0.78,
  "energy_ha": -2618.33391
}

---

{
  "formula": "C15H24O3",
  "method": "wB97M-V/def2-TZVPD",
  "symbols": ["C", "C", "C", "C", "C", "C", "C", "C", "O", "C", "C", "C", "C", "C", "O", "C", "C", "O", "H", "H", "H", "H", "H", "H", "H", "H", "H", "H", "H", "H", "H", "H", "H", "H", "H", "H", "H", "H", "H", "H", "H", "H"],
  "positions_angstrom": [[-1.31591, -1.36087, 1.66762], [0.03792, -0.93897, 1.13124], [-0.22098, -0.42796, -0.35707], [-0.35450, -1.64327, -1.28548], [-1.49916, 0.26191, -0.69095], [-1.59772, 1.23084, -1.72414], [-0.48910, 1.68480, -2.55985], [-0.87938, 1.44654, -4.09191], [-0.18609, 3.02856, -2.27552], [0.82429, 0.90711, -2.32204], [0.98476, 0.44699, -0.78366], [0.93451, -2.18344, 1.34064], [1.50050, -2.01957, 2.74972], [1.32104, -0.60289, 3.12279], [2.04427, 0.18959, 2.14970], [0.59525, 0.19983, 2.01834], [-0.20990, 1.40997, 2.32763], [0.79441, 2.37750, 2.52870], [-1.84860, -1.95119, 0.95057], [-1.99435, -0.59549, 1.91917], [-1.10959, -1.92622, 2.61637], [0.60060, -2.23761, -1.28511], [-0.58298, -1.33284, -2.31288], [-1.17140, -2.28247, -0.90941], [-2.43838, 0.07809, -0.09778], [-2.50130, 1.75398, -1.85513], [0.04850, 1.29471, -4.82339], [-1.39794, 2.21647, -4.63947], [-1.53199, 0.55908, -4.10830], [-0.62647, 3.18611, -1.42840], [0.78077, 0.00600, -3.01472], [1.74255, 1.40827, -2.61529], [1.89924, -0.09155, -0.54226], [0.93838, 1.29227, -0.14306], [1.79746, -2.20597, 0.61156], [0.32700, -3.08147, 1.25721], [0.97250, -2.59750, 3.47453], [2.57524, -2.31121, 2.82848], [1.36500, -0.37034, 4.18322], [-0.89298, 1.42689, 3.19939], [-0.89601, 1.80588, 1.47974], [1.66052, 1.94945, 2.30921]],
  "forces_ev_per_angstrom": [[0.81, -0.90, 1.85], [-1.20, 1.35, -1.38], [1.30, -0.99, -0.72], [1.01, -1.25, 0.08], [-1.54, 3.93, -1.40], [0.53, -3.49, 4.00], [2.04, -0.63, -2.27], [1.84, -0.50, -0.79], [-0.74, 1.00, 0.32], [0.06, -2.59, 1.00], [-1.35, -0.59, -2.00], [1.34, 0.82, -1.18], [0.64, -0.56, 0.13], [0.00, 1.29, -1.41], [-0.89, 0.87, -0.06], [-0.23, -5.07, 1.96], [-0.17, 2.45, -1.13], [0.73, 1.04, 0.26], [-0.10, -0.77, -0.24], [-0.59, 1.33, 0.39], [-0.64, 0.22, -0.82], [-0.89, 0.38, -0.12], [0.03, -0.26, 0.39], [0.32, 0.06, -0.41], [1.09, 0.06, -0.77], [-1.25, 0.34, -0.24], [-1.65, -0.04, 1.91], [-0.52, 0.73, 0.57], [0.48, 0.10, -0.25], [0.30, 0.45, -0.17], [0.23, 0.75, 1.12], [-0.35, 0.67, -0.16], [0.19, 0.03, -0.41], [0.24, 1.17, 0.39], [-1.05, -0.10, 0.63], [0.22, -0.10, -0.28], [-0.45, -0.78, 0.50], [-0.73, 0.22, -0.11], [0.12, 0.70, -0.23], [0.58, -0.74, -0.13], [1.11, -1.13, 0.78], [-0.90, 0.57, 0.41]],
  "relative_energy_ev": 3.002,
  "largest_force_ev_per_a": 5.439,
  "orbital_gap_ev": 9.658,
  "energy_ha": -811.55380
}